Record 1
Density functional theory data (the ωB97M-V functional and the def2-TZVPD basis) for a structure of composition C33H40N3P2S2SiY.

Each line ends with the Löwdin charge.
Element x y z (Å)
Y  -1.2227  -0.9335  -0.7330  0.922
C  2.3759  -2.7683  -1.7993  -0.281
P  1.7168  -1.0650  -1.6070  0.857
C  3.1705  -0.3516  -0.7260  -0.243
C  1.9560  -0.3743  -3.2968  -0.377
C  3.0505  -0.7908  -4.0568  -0.089
C  3.2533  -0.3052  -5.3353  -0.063
C  2.3586  0.6050  -5.8798  -0.062
C  1.2736  1.0302  -5.1368  -0.084
C  1.0605  0.5530  -3.8440  -0.384
P  -0.3384  1.1849  -2.8403  0.849
C  -1.6506  1.4735  -4.0915  -0.295
C  0.2269  2.9259  -2.6002  -0.254
H  1.9619  -3.2418  -2.6848  0.019
H  2.0754  -3.3540  -0.9324  0.015
H  3.4641  -2.7612  -1.8662  0.045
H  3.3714  -0.9716  0.1497  0.045
H  2.9778  0.6628  -0.3902  0.009
H  4.0378  -0.3636  -1.3849  0.047
H  3.7446  -1.5148  -3.6496  0.098
H  4.1039  -0.6484  -5.9097  0.110
H  2.5060  0.9783  -6.8849  0.110
H  0.5743  1.7333  -5.5716  0.100
H  -1.7913  0.5822  -4.6991  0.018
H  -1.4172  2.3281  -4.7271  0.038
H  -2.5837  1.6670  -3.5624  0.037
H  -0.5332  3.4709  -2.0373  0.049
H  0.3802  3.4092  -3.5641  0.044
H  1.1586  2.9443  -2.0371  0.020
C  -2.1942  0.8829  0.3716  -0.399
Si  -1.4515  1.0950  2.0581  0.588
C  -1.4699  -0.6537  2.8230  -0.239
N  -0.9002  -1.6816  1.9127  -0.249
C  -1.5199  -3.0026  2.1686  -0.224
C  -1.0704  -3.6274  3.4865  -0.158
C  0.4705  -3.7515  3.5303  -0.172
C  1.1124  -3.1513  2.2769  -0.186
C  0.5865  -1.7410  2.0388  -0.194
C  0.3094  1.7849  1.9900  -0.256
C  0.8979  2.1606  0.7842  -0.115
C  2.1102  2.8392  0.7533  -0.106
C  2.7727  3.1330  1.9346  -0.081
C  2.2156  2.7434  3.1455  -0.078
C  0.9943  2.0900  3.1695  -0.102
C  -2.3936  2.2829  3.1895  -0.241
C  -3.5290  1.8777  3.8930  -0.099
C  -4.2811  2.7816  4.6290  -0.091
C  -3.9130  4.1181  4.6699  -0.093
C  -2.7910  4.5434  3.9734  -0.086
C  -2.0410  3.6338  3.2432  -0.097
H  -2.1103  1.8054  -0.2166  -0.020
H  -3.2692  0.6866  0.4944  -0.001
H  -2.5231  -0.9009  2.9886  0.082
H  -0.9865  -0.6862  3.8083  0.093
H  -1.2710  -3.6764  1.3504  0.038
H  -2.6031  -2.8770  2.1522  0.123
H  -1.5450  -4.6044  3.5822  0.113
H  -1.4282  -3.0192  4.3192  0.102
H  0.7708  -4.7950  3.6272  0.108
H  0.8609  -3.2263  4.4053  0.109
H  0.9148  -3.7760  1.4031  0.091
H  2.1959  -3.1040  2.3997  0.118
H  1.0504  -1.3287  1.1333  0.061
H  0.9036  -1.1025  2.8687  0.118
H  0.3790  1.9477  -0.1464  0.042
H  2.5399  3.1496  -0.1925  0.096
H  3.7116  3.6711  1.9139  0.104
H  2.7271  2.9699  4.0729  0.104
H  0.5586  1.8213  4.1266  0.110
H  -3.8353  0.8367  3.8643  0.093
H  -5.1567  2.4431  5.1693  0.101
H  -4.5005  4.8266  5.2399  0.101
H  -2.4985  5.5860  3.9998  0.102
H  -1.1657  3.9777  2.7032  0.099
S  -0.8344  -3.5890  -1.1646  0.546
C  -0.9135  -3.4191  -2.9037  -0.760
C  -0.0881  -4.3297  -3.6250  -0.310
N  0.6114  -5.0727  -4.1591  0.174
C  -1.6915  -2.5203  -3.5763  -0.762
S  -2.8287  -1.4139  -2.8443  0.537
C  -1.6093  -2.4391  -4.9977  -0.299
N  -1.5416  -2.3033  -6.1394  0.169

Cartesian forces (eV/Å) of the 3 atoms listed first:
Y 0.63 -0.48 -0.76
C -0.05 0.10 0.08
P 0.50 -0.22 -0.20



Record 2
Density functional theory data (the ωB97M-V functional and the def2-TZVPD basis) for a structure of composition C33H40N4O6S2SiY.

Properties
Charge   -1

Each line ends with the Löwdin charge.
Element x y z (Å)
Y  -0.0686  -0.8066  -0.3633  1.614
C  -0.1317  -4.3420  -0.2930  -0.068
O  0.2596  -3.1888  -1.0341  -0.201
C  1.0313  -3.4164  -2.1802  -0.210
C  1.4858  -4.6573  -2.5558  -0.047
C  2.2642  -4.7887  -3.7100  -0.128
C  2.5617  -3.6578  -4.4472  -0.122
C  2.0995  -2.4031  -4.0659  -0.030
C  1.3134  -2.2415  -2.9196  -0.241
N  0.7853  -1.0905  -2.4272  -0.133
N  1.1131  0.0958  -3.1794  -0.005
C  -0.0548  0.8823  -3.5044  -0.138
C  -0.9581  1.2707  -2.5353  -0.354
O  -0.8194  0.9565  -1.2750  -0.236
C  -2.1041  2.0292  -2.9125  -0.001
C  -2.3076  2.4101  -4.2005  -0.046
C  -1.3863  2.0503  -5.2145  -0.183
C  -1.5708  2.4406  -6.5611  -0.062
C  -0.6769  2.0830  -7.5307  -0.115
C  0.4494  1.3072  -7.1811  -0.104
C  0.6554  0.9153  -5.8884  -0.030
C  -0.2534  1.2715  -4.8569  -0.099
H  -0.7006  -5.0195  -0.9326  0.102
H  -0.7498  -3.9908  0.5254  0.068
H  0.7478  -4.8535  0.1032  0.096
H  1.2508  -5.5300  -1.9632  0.096
H  2.6271  -5.7630  -4.0081  0.085
H  3.1683  -3.7449  -5.3413  0.092
H  2.3368  -1.5219  -4.6418  0.079
H  -2.8008  2.2806  -2.1217  0.105
H  -3.1820  2.9916  -4.4728  0.105
H  -2.4452  3.0336  -6.8078  0.102
H  -0.8318  2.3895  -8.5578  0.088
H  1.1579  1.0171  -7.9481  0.092
H  1.5173  0.3212  -5.6227  0.085
O  -1.5109  -1.9794  1.1225  -0.418
S  -2.3764  -0.8928  1.6624  0.382
O  -2.7570  -1.0965  3.0290  -0.280
O  -3.4022  -0.5270  0.7294  -0.281
O  -1.2809  0.3056  1.6400  -0.382
N  2.3963  0.6175  -0.3570  0.021
C  2.7721  -0.4052  0.3380  -0.787
N  1.8372  -1.1270  0.9931  -0.075
C  2.3693  -2.1892  1.6879  -0.330
C  1.6433  -3.0865  2.4677  -0.033
C  2.3107  -4.1272  3.0981  -0.101
C  3.6873  -4.2820  2.9676  -0.117
C  4.4234  -3.3835  2.2037  -0.108
C  3.7614  -2.3469  1.5741  -0.481
S  4.4048  -1.0689  0.5651  1.035
H  1.7122  0.6426  -2.5686  0.085
H  3.1518  1.0686  -0.8583  0.046
H  0.5727  -2.9545  2.5748  0.105
H  1.7500  -4.8278  3.7045  0.097
H  4.1905  -5.1013  3.4644  0.091
H  5.4958  -3.4959  2.1032  0.101
C  0.0838  2.7272  1.2960  -0.128
Si  -1.0934  1.8302  2.4188  0.604
C  -0.2215  1.4974  4.0803  -0.588
C  -0.8907  0.4230  4.9424  -0.088
C  -0.1235  2.7893  4.9026  -0.101
C  1.2041  1.0226  3.7556  -0.090
C  -2.7486  2.7494  2.4699  -0.590
C  -3.7314  2.1924  3.5025  -0.080
C  -3.3883  2.7081  1.0736  -0.083
C  -2.4601  4.2265  2.7970  -0.096
H  0.5087  3.5975  1.8041  0.043
H  -0.4101  3.0524  0.3805  0.037
H  0.9123  2.0789  0.9989  0.011
H  -1.9235  0.6723  5.1904  0.069
H  -0.3331  0.3233  5.8814  0.084
H  -0.9082  -0.5455  4.4471  0.067
H  -1.0946  3.0971  5.2956  0.067
H  0.2972  3.6225  4.3334  0.075
H  0.5349  2.6163  5.7617  0.082
H  1.2039  0.1258  3.1330  0.061
H  1.7282  0.7820  4.6875  0.087
H  1.7852  1.7886  3.2379  0.078
H  -3.9505  1.1374  3.3334  0.071
H  -4.6735  2.7504  3.4476  0.084
H  -3.3492  2.2955  4.5211  0.068
H  -3.6801  1.6996  0.7884  0.059
H  -2.7083  3.0910  0.3095  0.069
H  -4.2820  3.3430  1.0705  0.086
H  -2.0282  4.3658  3.7883  0.058
H  -3.4025  4.7856  2.7712  0.083
H  -1.7911  4.6817  2.0639  0.076

Cartesian forces (eV/Å) of the 3 atoms listed first:
Y 0.62 0.07 -0.07
C 0.06 -0.03 0.03
O -0.03 0.12 0.00



no.,HOMO level (eV)
1,-7.537
2,-4.475